#P
Here is C3H2N2O2 in the gas phase from the Open Molecules 2025 dataset. Energies are from wB97M-V/def2-TZVPD.

Last column: natural (NBO) charge in e.
Geometry (Å):
O1 -2.9649 -0.2730 -0.1155  -0.448
C1 -1.8523 0.1389 -0.0382  0.423
C2 -0.3409 -0.4376 -0.0731  0.365
N1 0.3454 0.6551 0.0907  -0.504
C3 1.6312 0.2614 0.0837  0.135
N2 1.7937 -1.0211 -0.0778  -0.101
O2 0.4793 -1.5025 -0.1849  -0.264
H1 -1.4971 1.1726 0.1032  0.174
H2 2.4056 1.0063 0.2119  0.221

HOMO level: -10.840 eV
gap between HOMO and LUMO: 10.294 eV
spin multiplicity: 1
SMILES: O=Cc1ncno1

#Q
Here is 2 unconnected molecules or ions with the total composition C3H2N2O2 from the Open Molecules 2025 dataset. Energies are from wB97M-V/def2-TZVPD.

Last column: natural (NBO) charge in e.
Geometry (Å):
N1 -1.9738 -1.2085 -0.0194  -0.511
C1 -1.2765 -0.2332 0.0834  0.593
O1 0.7233 -0.7768 0.3357  -0.675
C2 1.5845 0.1010 -0.0347  0.652
O2 1.3717 1.2714 -0.3882  -0.571
C3 -1.1519 1.1382 0.1653  -0.009
N2 -0.3606 2.0190 0.0796  -0.008
H1 -1.5726 -2.1331 -0.1452  0.436
H2 2.6560 -0.1781 -0.0766  0.094

HOMO level (alpha / beta): -9.354 / -9.354 eV
gap between HOMO and LUMO (alpha / beta): 8.118 / 8.117 eV
spin multiplicity: 1

Stability check: which of them is most stable? #P.